Record 1
C5H12N2 | the ωB97M-V functional and the def2-TZVPD basis

* structure (SMILES): C=C(N)C[C@@H](C)N
* E_LUMO: 0.7 eV
* DFT total energy: -307.098387 a.u.
* energy above the lowest of the compared OMol25 structures with the same formula, charge and spin: 343.8 kJ/mol
* maximum force: 0.0575 Eh/bohr
* frontier orbital gap: 8.173 eV

The geometry in XYZ format:
```
19
Properties=species:S:1:pos:R:3:forces:R:3:mulliken_charge:R:1
C 0.3352 0.9585 1.6511 -0.8784 -0.3115 1.6215 -1.369
C 1.0842 0.2368 0.6240 2.4300 -0.9570 -0.2749 0.309
C 0.5356 0.4094 -0.8093 0.0239 -2.6740 1.1125 -0.939
C -0.8120 -0.2004 -0.9879 -2.0696 1.6133 -1.3672 0.612
C -1.2041 -1.4038 -0.4065 -1.0365 1.6718 0.1963 -1.315
N -1.6691 0.6821 -1.7942 -0.2837 -1.5032 0.7227 -0.525
N 1.2408 -1.1818 1.0499 1.1609 0.2297 -1.4404 -0.786
H 0.7903 0.9047 2.6673 0.2283 0.1982 -0.9310 0.352
H 0.2594 1.9921 1.3197 -0.8299 0.1092 0.4068 0.358
H -0.5604 0.3460 1.8027 -0.7556 1.0255 -0.1193 0.254
H 2.0726 0.7874 0.6335 -0.3903 -1.1655 -0.3172 0.322
H 0.5365 1.4368 -0.9388 -0.1806 2.0226 -1.1333 0.488
H 1.1354 -0.1244 -1.5229 1.0924 0.1598 -0.3940 0.240
H -1.8686 -1.4296 0.5142 -0.3908 -0.2862 -2.2655 0.318
H -0.4685 -2.1625 -0.4864 0.7455 -0.4504 0.6659 0.521
H -2.1750 0.3468 -2.6362 0.3955 -0.4574 1.6120 0.249
H -1.3908 1.6255 -1.9993 0.5950 0.0765 0.4802 0.233
H 0.2891 -1.6253 1.0314 1.6327 0.5603 -0.1605 0.362
H 1.8693 -1.5982 0.2878 -1.4888 0.1383 1.5853 0.317
```
Positions in Å, forces in eV/Å.

Record 2
C5H12N2 | the ωB97M-V functional and the def2-TZVPD basis

* structure (SMILES): NC[C@@H]1CCCN1
* E_LUMO: 1.1 eV
* DFT total energy: -307.174608 a.u.
* energy above the lowest of the compared OMol25 structures with the same formula, charge and spin: 143.7 kJ/mol
* maximum force: 0.0587 Eh/bohr
* frontier orbital gap: 9.416 eV

The geometry in XYZ format:
```
19
Properties=species:S:1:pos:R:3:forces:R:3:mulliken_charge:R:1
N -1.3595 0.3491 0.5754 0.6483 -0.5425 1.4510 -0.332
C -0.7709 1.4889 1.1830 0.9483 2.8074 -0.5738 -0.609
C 0.4763 1.9028 0.3393 1.1491 -2.2116 -0.9795 -0.691
C 0.8476 0.5507 -0.3503 -0.2713 -1.9593 1.2008 -0.467
C -0.4413 -0.3153 -0.3281 -1.7732 -0.1030 -1.5763 -0.012
C -0.1847 -1.8098 -0.0989 0.8777 0.0577 1.7050 -0.774
N 0.5918 -2.4362 -1.1678 -0.1780 0.0501 0.1089 -0.530
H -2.3467 0.4280 0.4309 0.0554 -0.3302 -0.5530 0.279
H -1.4383 2.3634 1.1420 -0.1899 -0.3578 0.3440 0.317
H -0.3621 1.4561 2.1997 -0.5423 -0.7465 0.2164 0.245
H 1.3554 2.1487 0.9550 -0.5742 0.4945 -0.1941 0.319
H 0.3934 2.5518 -0.5250 -0.6523 0.8597 0.4856 0.306
H 1.1038 0.5076 -1.4034 0.7401 0.8157 0.0512 0.341
H 1.6164 -0.0180 0.2546 -0.5555 0.6446 -0.7512 0.237
H -0.9389 -0.2714 -1.3137 0.3440 0.1229 -0.2357 0.302
H 0.3308 -1.7363 0.8847 0.3689 -0.6857 -0.4755 0.294
H -1.0232 -2.4775 0.1355 -0.5103 0.7878 -0.3132 0.302
H 0.6595 -1.8670 -1.9956 0.1123 0.0738 -0.0132 0.254
H 1.4903 -2.8156 -0.9171 0.0029 0.2225 0.1026 0.220
```
Positions in Å, forces in eV/Å.

Record 3
C5H12N2 | the ωB97M-V functional and the def2-TZVPD basis

* structure (SMILES): C=CCN.C=CN
* E_LUMO: 1.1 eV
* DFT total energy: -307.158360 a.u.
* energy above the lowest of the compared OMol25 structures with the same formula, charge and spin: 186.4 kJ/mol
* maximum force: 0.0169 Eh/bohr
* frontier orbital gap: 9.300 eV

The geometry in XYZ format:
```
19
Properties=species:S:1:pos:R:3:forces:R:3:mulliken_charge:R:1
C 1.3954 -1.2430 -2.0932 0.1879 -0.0070 0.0721 -0.683
C 1.4836 -0.1325 -1.3558 0.7727 0.0859 -0.3828 -0.223
N 1.1875 1.1351 -1.7736 0.1431 0.2732 -0.1386 -0.355
H 1.0889 -1.2184 -3.1313 -0.2129 -0.0419 0.0446 0.244
H 1.7608 -2.1742 -1.6884 -0.0405 -0.0317 -0.0369 0.257
H 1.9745 -0.1771 -0.3903 -0.3553 -0.0145 0.1904 0.301
H 0.8946 1.2969 -2.7204 -0.1403 -0.0394 0.0963 0.172
H 1.1031 1.9030 -1.1335 -0.0424 -0.1829 0.0403 0.217
N -1.5106 -0.1044 -0.3067 -0.2694 -0.0921 -0.1955 -0.544
C -1.5389 -0.4539 1.1206 0.3094 -0.0297 -0.3987 -0.422
C -0.3766 1.0776 2.7010 0.0596 -0.1931 -0.0576 -0.782
C -0.3274 0.0897 1.8199 -0.3034 0.0539 -0.1234 -0.002
H -2.2518 -0.6110 -0.7795 -0.0352 0.0957 -0.0225 0.235
H -0.6515 -0.3984 -0.7722 -0.2257 -0.0295 0.3865 0.208
H -1.5592 -1.5420 1.2774 -0.0208 0.0094 0.0847 0.212
H -2.4510 -0.0444 1.5561 0.0344 0.0627 0.0546 0.368
H 0.4902 1.3902 3.2683 0.0350 0.1753 -0.1448 0.280
H -1.3191 1.5821 2.8787 0.0105 -0.0482 0.2348 0.238
H 0.6077 -0.3753 1.5231 0.0932 -0.0461 0.2966 0.282
```
Positions in Å, forces in eV/Å.

Record 4
C5H12N2 | the ωB97M-V functional and the def2-TZVPD basis

* E_LUMO (spin up / spin down): 0.7 / 0.7 eV
* DFT total energy: -307.029543 a.u.
* energy above the lowest of the compared OMol25 structures with the same formula, charge and spin: 524.6 kJ/mol
* maximum force: 0.0252 Eh/bohr
* frontier orbital gap (spin up / spin down): 7.934 / 7.928 eV

The geometry in XYZ format:
```
19
Properties=species:S:1:pos:R:3:forces:R:3:mulliken_charge:R:1
C 0.8399 -0.9968 0.0370 -0.2886 -0.3399 0.3265 0.131
C -1.4102 0.6135 -0.0664 0.3717 0.7948 -0.9505 -0.194
C -0.9704 1.7388 0.8221 -0.0604 0.0044 -0.0570 -1.024
C 0.5944 -0.0205 -1.0652 -0.8878 -0.5398 0.5429 -0.204
N 1.7551 -0.4587 1.0083 0.0129 -0.0078 0.0004 -0.578
N -0.5301 -1.2205 0.5884 0.6707 -0.4678 0.0124 -0.555
C 0.9498 -0.2385 -2.3221 -0.0714 0.2244 -0.0554 -0.946
H 1.2228 -1.9673 -0.3143 0.0241 0.1852 -0.0145 0.343
H 1.5555 0.5086 1.2206 -0.0272 -0.0194 0.0103 0.248
H 1.8404 -1.0096 1.8530 -0.0463 0.0326 -0.0509 0.241
H -0.5503 -1.4531 1.5782 0.0550 -0.0725 -0.1026 0.214
H -1.0435 -1.9135 0.0506 0.0955 0.0338 0.1081 0.293
H -1.5617 0.8620 -1.1043 -0.1017 0.3511 -0.0133 0.331
H -2.3113 0.1223 0.2931 0.2784 -0.2666 0.1078 0.309
H 1.5325 -1.1086 -2.6405 0.0440 0.1292 0.1350 0.272
H 0.6937 0.4593 -3.1154 -0.0876 -0.0406 0.0028 0.253
H -0.5702 1.3736 1.7702 -0.0211 0.0003 -0.0153 0.256
H -0.2024 2.3378 0.3380 -0.0280 0.0323 0.0177 0.262
H -1.8342 2.3714 1.0683 0.0677 -0.0336 -0.0045 0.348
```
Positions in Å, forces in eV/Å.

Q: What is the energy above the lowest of the compared OMol25 structures with the same formula, charge and spin in the third record?
A: 186.4 kJ/mol